1.
DFT (ωB97M-V/def2-TZVPD) results for a cluster of 5 separate species, C21H28BF12N2O10 in total.

The geometry in ORCA input format:
```
! wB97M-V def2-TZVPD RIJCOSX def2/J DEFGRID3
* xyz 1 1
C -5.1569 6.6701 -2.6916
O -4.0784 6.1059 -3.5125
B -2.9863 7.0217 -3.3844
O -3.0543 8.4236 -3.7555
N -1.6066 6.5620 -2.8651
C -1.6696 5.9506 -1.5823
C -0.2958 5.4695 -0.9834
C 0.8878 5.7898 -1.9195
C 0.6825 6.4697 -3.2909
N -0.6160 6.8158 -3.7017
H -4.7619 6.7196 -1.6042
H -5.4181 7.7538 -2.9906
H -6.1311 6.0694 -2.7569
H -2.6706 8.8799 -2.9611
H -2.6528 5.8217 -0.9986
H -0.2124 4.9664 0.0399
H 1.9585 5.5318 -1.6096
H 1.5625 6.7165 -3.9846
C 3.1404 1.3226 3.0389
C 1.7694 0.7458 2.7494
O 0.7393 1.6949 3.0809
C 0.4723 2.6245 2.1499
O 1.0356 2.7090 1.0858
C -0.6662 3.5292 2.6120
F -0.5396 3.9129 3.8945
F -1.8642 2.9182 2.5166
F -0.7552 4.6642 1.8806
H 3.2024 1.6639 4.0757
H 3.9175 0.5767 2.8654
H 3.3453 2.1893 2.4058
H 1.6016 -0.1305 3.3753
H 1.6803 0.4194 1.7096
C 7.6181 -0.3743 -1.2966
C 6.4402 -1.2882 -1.0236
O 6.5574 -1.8917 0.2740
C 6.1345 -1.1445 1.3127
O 5.6843 -0.0315 1.2113
C 6.2715 -1.9224 2.6194
F 7.4498 -2.5692 2.7160
F 5.3092 -2.8609 2.7443
F 6.1797 -1.1328 3.7047
H 8.5602 -0.9136 -1.1687
H 7.5724 0.0212 -2.3133
H 7.6348 0.4659 -0.5985
H 6.4325 -2.1042 -1.7492
H 5.4881 -0.7600 -1.1240
C -3.9884 -1.1334 0.6363
C -3.7106 -2.5411 1.1245
O -2.2994 -2.8105 1.1158
C -1.6084 -2.3720 2.1870
O -2.0961 -1.7810 3.1147
C -0.1379 -2.7660 2.0693
F 0.3620 -2.5487 0.8343
F 0.0528 -4.0755 2.3293
F 0.6523 -2.0879 2.9231
H -3.5363 -0.9715 -0.3461
H -5.0632 -0.9547 0.5647
H -3.5579 -0.3899 1.3117
H -4.1713 -3.2603 0.4487
H -4.1356 -2.7149 2.1167
C -1.0084 -7.8608 -0.9596
C -2.3808 -8.4343 -1.2506
O -3.4068 -7.4839 -0.9231
C -3.6687 -6.5520 -1.8617
O -3.1017 -6.4754 -2.9198
C -4.8062 -5.6418 -1.4044
F -4.6781 -5.2563 -0.1154
F -6.0055 -6.2511 -1.5008
F -4.8945 -4.5123 -2.1303
H -0.9471 -7.5182 0.0767
H -0.2328 -8.6100 -1.1308
H -0.8004 -6.9960 -1.5939
H -2.5535 -9.3107 -0.6226
H -2.4691 -8.7615 -2.2900
*
```

Results
HOMO = -12.847 eV
strongest force on any atom = 0.0964 Eh/bohr
lowest unoccupied orbital energy = -5.119 eV

---

2.
DFT (ωB97M-V/def2-TZVPD) results for a structure of composition C77H63N5OSSiTa.

The geometry in ORCA input format:
```
! wB97M-V def2-TZVPD RIJCOSX def2/J DEFGRID3
* xyz 1 1
Ta 0.6321 0.2914 0.8174
C -4.6482 -4.5958 3.9191
C -4.8299 -3.3072 3.4444
C -3.7366 -2.5509 3.0698
C -2.4482 -3.0844 3.1123
C -2.2738 -4.3644 3.6297
C -3.3669 -5.1095 4.0344
C -1.3276 -2.2574 2.6186
C -0.4860 -2.7494 1.6145
C -0.4111 -4.1113 1.1808
C 0.5518 -4.1697 0.2269
C 1.0773 -2.8445 0.0762
N 0.4267 -1.9963 0.9299
C 2.1650 -2.5456 -0.7490
C 2.8925 -1.3511 -0.7704
C 3.9844 -1.1094 -1.6720
C 4.4335 0.1462 -1.4300
C 3.6445 0.6629 -0.3521
C 3.8439 1.8736 0.3101
C 4.8106 2.8634 -0.1963
C 4.3818 4.1790 -0.3791
C 5.2501 5.1387 -0.8620
C 6.5549 4.8017 -1.1795
C 6.9954 3.5030 -0.9861
C 6.1354 2.5434 -0.4840
C 3.1807 2.1787 1.5060
N 2.1064 1.5189 2.0405
C 1.8705 2.1014 3.2599
C 0.8599 1.7672 4.1625
C 0.8873 2.4763 5.4650
C 0.5958 3.8326 5.5550
C 0.7166 4.4873 6.7677
C 1.1374 3.7982 7.8934
C 1.4187 2.4452 7.8111
C 1.2891 1.7840 6.6037
C -0.0869 0.7628 3.9743
C -1.0798 0.4194 4.9479
C -1.7275 -0.6756 4.4806
C -1.1155 -1.0210 3.2324
N -0.1464 -0.1029 2.9076
C 2.8473 3.1165 3.5117
C 3.6418 3.1812 2.4145
N 2.7078 -0.2588 0.0223
C 2.6226 -3.6318 -1.6442
C 1.7682 -4.1516 -2.6142
C 2.2044 -5.1535 -3.4612
C 3.4872 -5.6608 -3.3364
C 4.3354 -5.1616 -2.3620
C 3.9098 -4.1487 -1.5231
H -5.4974 -5.1934 4.2110
H -5.8210 -2.8819 3.3785
H -3.8801 -1.5399 2.7249
H -1.2774 -4.7583 3.7548
H -3.2124 -6.0953 4.4450
H -0.9756 -4.9313 1.5756
H 0.8883 -5.0388 -0.3049
H 4.3346 -1.8020 -2.4106
H 5.2285 0.6662 -1.9254
H 3.3530 4.4404 -0.1734
H 4.9077 6.1550 -0.9894
H 7.2253 5.5465 -1.5793
H 8.0148 3.2398 -1.2218
H 6.4998 1.5470 -0.2874
H 0.2853 4.3642 4.6667
H 0.4977 5.5421 6.8281
H 1.2479 4.3177 8.8317
H 1.7546 1.9088 8.6850
H 1.5296 0.7343 6.5267
H -1.2426 0.9408 5.8711
H -2.5068 -1.2319 4.9627
H 2.9207 3.7012 4.4062
H 4.4864 3.8188 2.2471
H 0.7676 -3.7552 -2.7075
H 1.5407 -5.5410 -4.2201
H 3.8188 -6.4544 -3.9878
H 5.3299 -5.5654 -2.2530
H 4.5684 -3.7665 -0.7564
C -3.2341 -4.3979 -2.1057
C -4.1957 -4.3164 -0.9138
C -3.7002 -5.2148 0.2278
C -5.5680 -4.8508 -1.3468
C -4.2555 -2.8899 -0.3856
C -5.4969 -2.3092 -0.1004
C -5.6102 -1.0289 0.3885
C -4.4519 -0.3085 0.5994
S -4.3194 1.3445 1.0803
C -2.5934 1.2213 0.8872
N -2.1448 0.0357 0.5768
C -3.1759 -0.8546 0.3533
C -3.0990 -2.1568 -0.1459
C -1.7970 2.4235 0.9605
C -2.4464 3.6643 0.9789
C -1.7216 4.8369 0.9443
C -0.3444 4.7659 0.8181
C 0.2863 3.5299 0.7900
C -0.3981 2.3222 0.8996
H -3.1844 -5.4170 -2.4786
H -2.2279 -4.0980 -1.8260
H -3.5791 -3.7531 -2.9102
H -3.8267 -6.2614 -0.0389
H -4.2635 -5.0173 1.1385
H -2.6501 -5.0338 0.4277
H -5.4369 -5.8279 -1.8044
H -6.0511 -4.2025 -2.0739
H -6.2250 -4.9900 -0.4905
H -6.4044 -2.8494 -0.2983
H -6.5723 -0.5808 0.5760
H -2.1208 -2.5537 -0.3669
H -3.5265 3.7073 0.9810
H -2.2216 5.7921 0.9834
H 0.2401 5.6698 0.7289
H 1.3594 3.5123 0.6521
C 0.3295 0.7242 -5.3361
C 0.4603 -0.0446 -4.0207
C -0.6635 -1.0848 -3.9479
C 1.7847 -0.8014 -4.0114
Si 0.2583 1.2081 -2.5492
O 0.4165 0.5198 -1.0816
C -1.5402 1.7803 -2.7990
C -1.8685 2.8922 -3.5667
C -3.1825 3.1660 -3.9037
C -4.2022 2.3316 -3.4800
C -3.8972 1.2188 -2.7153
C -2.5797 0.9484 -2.3908
C 1.4340 2.7072 -2.6784
C 0.9786 3.9658 -2.2888
C 1.7174 5.1112 -2.5267
C 2.9387 5.0245 -3.1730
C 3.4309 3.7825 -3.5324
C 2.6869 2.6438 -3.2827
H 0.3985 0.0389 -6.1789
H 1.1147 1.4700 -5.4339
H -0.6304 1.2315 -5.3942
H -0.4914 -1.8687 -4.6845
H -1.6293 -0.6322 -4.1591
H -0.7070 -1.5380 -2.9577
H 1.8075 -1.5247 -4.8250
H 1.8964 -1.3355 -3.0754
H 2.6318 -0.1363 -4.1396
H -1.0829 3.5465 -3.9131
H -3.4088 4.0287 -4.5106
H -5.2268 2.5391 -3.7526
H -4.6812 0.5501 -2.3862
H -2.3401 0.0633 -1.8233
H 0.0181 4.0464 -1.8017
H 1.3343 6.0772 -2.2252
H 3.5032 5.9162 -3.3995
H 4.3915 3.7073 -4.0209
H 3.0856 1.6885 -3.5807
*
```

Results
HOMO = -9.567 eV
strongest force on any atom = 0.0461 Eh/bohr
lowest unoccupied orbital energy = -3.802 eV

---

- Which of these has the highest lowest unoccupied orbital energy?
  C77H63N5OSSiTa